*A*
{"formula": "C4H9N", "method": "wB97M-V/def2-TZVPD", "orbital_gap_ev": 9.71, "homo_energy_ev": -8.7479, "spin_multiplicity": 1, "elements": ["H", "H", "H", "C", "H", "H", "C", "H", "C", "H", "H", "C", "H", "N"], "coordinates": [[1.98859, 1.28268, -0.72807], [0.03074, -0.07640, 1.18714], [-2.50900, -0.70676, 0.27941], [-1.93195, 0.22159, 0.20232], [1.92301, -0.39502, -1.60776], [-0.81393, 0.59633, -1.61081], [-0.61017, 0.29807, -0.61250], [-2.68377, 0.94247, -0.08716], [0.57688, -0.08722, 0.00477], [2.76420, -0.18697, -0.04886], [0.28505, -1.73975, 1.13870], [1.90336, 0.15914, -0.62532], [-1.67743, 0.56689, 1.24691], [0.75442, -0.87503, 1.26124]]}



*B*
{"formula": "C4H9N", "method": "wB97M-V/def2-TZVPD", "orbital_gap_ev": 9.52, "homo_energy_ev": -8.3551, "spin_multiplicity": 1, "elements": ["H", "H", "H", "H", "H", "C", "H", "C", "N", "H", "H", "H", "C", "C"], "coordinates": [[1.76358, -0.51437, -0.42907], [-1.44108, -1.64770, -0.97543], [0.66730, -0.92545, 2.61301], [-0.48508, 2.92490, -1.29535], [-2.07208, -1.88331, 0.66597], [0.60405, -0.82741, 1.54237], [-0.08440, 1.63506, -0.13595], [0.32125, 2.30155, -0.90140], [-0.44179, -0.57166, 0.51738], [1.10632, 2.93850, -0.48569], [0.73461, 1.69887, -1.71613], [-0.55381, -2.69129, 0.17270], [1.03708, -0.66314, 0.35245], [-1.15596, -1.77455, 0.07514]]}



Preferred: *A*; penalty for the next structure: 30.3 kJ/mol.



*A*
{"formula": "C4H9N", "method": "wB97M-V/def2-TZVPD", "orbital_gap_ev": 10.15, "homo_energy_ev": -8.9081, "spin_multiplicity": 1, "elements": ["C", "H", "H", "H", "N", "H", "H", "C", "H", "C", "H", "H", "C", "H"], "coordinates": [[1.14300, -1.79213, 3.16054], [0.97252, -1.96930, 4.23658], [-2.34418, -0.03181, -6.49119], [0.57972, -2.41626, 2.46031], [-1.93084, 1.96652, -6.39450], [-1.52522, 2.51883, -5.63168], [2.08758, -2.29411, 2.96328], [-2.36766, 0.87954, -5.89899], [1.26081, 0.51713, 4.72038], [1.18361, -0.36660, 2.78514], [0.73676, 1.63032, 3.32027], [-2.46653, 0.77428, -4.81930], [0.94019, 0.62390, 3.68262], [1.73024, -0.04031, 1.90654]]}



*B*
{"formula": "C4H9N", "method": "wB97M-V/def2-TZVPD", "orbital_gap_ev": 10.79, "homo_energy_ev": -9.6141, "spin_multiplicity": 1, "elements": ["C", "H", "H", "H", "H", "H", "H", "H", "H", "N", "H", "C", "C", "C"], "coordinates": [[-0.99768, -0.53623, 0.21191], [-0.09781, 0.03163, -1.46221], [2.05723, -1.30408, 0.61001], [-3.00295, 0.01021, 0.28981], [-0.96884, -0.45532, 1.32542], [1.24264, 1.11201, 1.23817], [-2.11970, 1.26614, -0.04928], [2.36331, -0.58606, -1.06049], [-1.16829, -1.61650, 0.13410], [-2.20275, 0.24108, -0.33665], [1.64924, 1.57379, -0.46118], [1.22703, 0.87169, 0.17207], [0.27147, -0.10632, -0.44226], [1.74711, -0.50204, -0.16940]]}



Preferred: *B*; penalty for the next structure: 129.5 kJ/mol.



*A*
{"formula": "C4H9N", "method": "wB97M-V/def2-TZVPD", "orbital_gap_ev": 9.77, "homo_energy_ev": -8.7115, "spin_multiplicity": 1, "elements": ["H", "H", "H", "H", "C", "C", "H", "C", "H", "N", "C", "H", "H", "H"], "coordinates": [[2.55984, 1.55337, -1.48009], [0.56126, -1.36870, 1.17978], [-0.81838, -1.03923, 2.08461], [-0.03001, 1.67475, -0.75479], [-1.09233, -1.36807, 0.09823], [2.08119, 1.17969, -0.58803], [2.78367, 0.76207, 0.13300], [-1.89939, -0.37941, -0.32506], [-1.88970, 0.69142, -0.21997], [-0.42601, -1.57969, 1.33505], [0.85493, 1.41988, -0.16385], [0.35483, 1.10087, 0.74961], [-0.78501, -2.00576, -0.72475], [-2.25492, -0.64119, -1.32373]]}



*B*
{"formula": "C4H9N", "method": "wB97M-V/def2-TZVPD", "orbital_gap_ev": 8.59, "homo_energy_ev": -7.4065, "spin_multiplicity": 1, "elements": ["C", "C", "H", "H", "H", "H", "H", "H", "N", "H", "C", "C", "H", "H"], "coordinates": [[0.17945, 0.56954, -1.60189], [-0.00295, -0.71811, -0.82519], [-2.00965, 0.57774, 0.94498], [1.42764, -1.87683, 0.73024], [-0.55470, -1.49745, -1.36167], [0.76042, 1.22768, 1.55274], [0.53009, 1.37224, -0.94682], [-0.76216, 0.87987, -2.06910], [-0.36832, -0.61239, 0.58760], [1.28748, 0.76912, 1.23494], [0.84878, -1.06043, 0.33067], [-1.18550, 0.02377, 1.37405], [0.91896, 0.42982, -2.39584], [-1.06955, -0.08455, 2.44527]]}



*C*
{"formula": "C4H9N", "method": "wB97M-V/def2-TZVPD", "orbital_gap_ev": 8.78, "homo_energy_ev": -7.7348, "spin_multiplicity": 1, "elements": ["C", "H", "H", "H", "C", "N", "C", "H", "H", "H", "H", "H", "H", "C"], "coordinates": [[-0.29379, 0.22026, 0.05120], [-0.72157, 1.71353, 1.60352], [-1.37729, -0.29059, -1.84012], [-0.03479, -1.31357, -1.51097], [-1.18030, 1.22031, 0.70766], [1.73876, -1.25074, 0.43444], [0.75799, -0.24966, 0.78503], [-2.16576, 0.73009, 1.01090], [1.50612, -1.64959, -0.45014], [0.19068, 0.29147, -1.93556], [2.72457, -0.98357, 0.73741], [0.76608, -0.07951, 1.88904], [-1.48512, 1.94775, -0.12294], [-0.42559, -0.30619, -1.35947]]}



*D*
{"formula": "C4H9N", "method": "wB97M-V/def2-TZVPD", "orbital_gap_ev": 10.37, "homo_energy_ev": -9.2228, "spin_multiplicity": 1, "elements": ["H", "H", "H", "C", "H", "H", "C", "H", "H", "H", "N", "H", "C", "C"], "coordinates": [[2.36481, -0.49561, 0.69039], [-0.98942, -1.20006, 1.01875], [-2.51156, -0.35770, 0.51299], [0.85581, 0.26774, -0.43624], [-1.04617, 0.83864, -1.33189], [1.29044, 0.70357, -1.30108], [0.10544, 1.21709, 0.46451], [1.83259, -1.53771, -0.54063], [-1.70907, -1.54006, -0.59419], [0.25476, 2.27472, 0.11864], [1.53206, -0.84754, 0.18517], [0.16042, 1.08661, 1.54914], [-1.50992, -0.74024, 0.13220], [-0.63021, 0.33055, -0.46776]]}



Preferred: *D*; penalty for the next structure: 14.1 kJ/mol.



*A*
{"formula": "C4H10N2O2", "method": "wB97M-V/def2-TZVPD", "orbital_gap_ev": 6.02, "homo_energy_ev": -9.1411, "spin_multiplicity": 1, "elements": ["H", "H", "O", "H", "C", "C", "H", "H", "H", "O", "H", "N", "H", "N", "H", "H", "C", "C"], "coordinates": [[1.58223, -0.93484, -0.28274], [-0.93324, -2.03563, 1.02954], [0.73578, 0.73508, 1.42086], [-0.73257, 2.47240, -0.02380], [-0.33460, 0.10457, 1.18433], [-0.67700, 1.62533, -0.71246], [0.78160, 0.75245, -1.82840], [0.53150, -1.67088, 1.94815], [1.04741, -2.62185, -0.32264], [-0.18443, -1.23595, -1.25762], [-1.43037, 1.78687, -1.47625], [0.66619, 1.56314, -1.22929], [-1.25512, -0.41884, -0.53397], [-1.13710, 0.44616, 0.07381], [-0.96941, 0.24688, 2.09969], [1.24627, 1.38151, -0.41079], [-0.03054, -1.41695, 1.04672], [0.68847, -1.57643, -0.28664]]}



*B*
{"formula": "C4H10N2O2", "method": "wB97M-V/def2-TZVPD", "orbital_gap_ev": 5.48, "homo_energy_ev": -9.8395, "spin_multiplicity": 1, "elements": ["N", "H", "H", "H", "O", "H", "C", "H", "H", "H", "C", "H", "N", "O", "C", "C", "H", "H"], "coordinates": [[0.47044, 2.00823, 1.22807], [-1.18204, -2.05552, -0.68265], [0.87874, -0.78217, 1.23019], [-0.91966, -2.54380, 1.01068], [-1.74384, 2.37014, 0.69293], [-1.68521, -0.95481, 0.59473], [0.50467, -1.07849, 0.23823], [1.38862, 1.72440, 0.86036], [-1.21051, 1.08938, -1.33832], [1.58246, 0.50381, -0.78466], [-0.89146, -1.67826, 0.32314], [0.39436, 2.71961, 1.97485], [-0.38749, 1.15781, -0.74131], [1.22455, -2.12031, -2.25787], [0.61165, 0.07510, -0.74872], [-0.64761, 1.88528, 0.41555], [0.45457, -0.44442, -1.72214], [1.15776, -1.87601, -0.29307]]}



*C*
{"formula": "C4H10N2O2", "method": "wB97M-V/def2-TZVPD", "orbital_gap_ev": 9.22, "homo_energy_ev": -8.8523, "spin_multiplicity": 1, "elements": ["C", "C", "H", "H", "H", "H", "H", "H", "O", "H", "C", "O", "H", "C", "N", "H", "N", "H"], "coordinates": [[0.22673, 0.47344, 1.48374], [-0.58416, -1.77273, -0.07315], [-0.73061, 1.08448, 1.50190], [1.61790, -0.52457, 0.12336], [0.90268, 2.32253, -1.00769], [-1.88236, -1.08037, -1.65615], [-0.08459, -2.05291, 0.85806], [1.00923, 1.04573, 2.09291], [-1.11098, 0.43058, -0.97349], [1.98820, 1.25140, -1.62310], [0.78717, 0.15912, 0.03432], [-2.31888, -1.89849, -1.39065], [-1.40484, 1.02369, -0.11639], [1.39838, 1.45647, -0.68472], [-0.22149, -0.65195, -0.66949], [2.03747, 1.64395, 0.31762], [-1.61106, -2.45237, -0.39611], [-0.01877, -0.45799, 2.17903]]}



Preferred: *A*; penalty for the next structure: 28.3 kJ/mol.



*A*
{"formula": "C3H6N2S2", "method": "wB97M-V/def2-TZVPD", "orbital_gap_ev": [8.66, 8.66], "homo_energy_ev": [-8.6710, -8.6715], "spin_multiplicity": 1, "elements": ["C", "N", "H", "H", "S", "C", "H", "H", "H", "S", "C", "H", "N"], "coordinates": [[-0.42753, -0.49568, 0.47229], [-2.14215, 1.21998, 0.29227], [0.16378, -0.91285, 1.28725], [-0.84173, 1.14380, 1.86919], [-2.00493, -1.39071, 0.42164], [0.30695, -0.62053, -0.85265], [-0.28897, -0.19423, -1.65735], [1.25842, -0.09464, -0.80405], [0.49955, -1.66583, -1.08187], [-4.38034, 0.22449, -0.39588], [-0.83939, 0.96017, 0.78674], [-0.14877, 1.66860, 0.32423], [-2.87463, 0.23777, 0.09246]]}



*B*
{"formula": "C3H6N2S2", "method": "wB97M-V/def2-TZVPD", "orbital_gap_ev": [8.32, 8.32], "homo_energy_ev": [-8.4178, -8.4183], "spin_multiplicity": 1, "elements": ["S", "H", "H", "C", "S", "N", "H", "C", "H", "C", "H", "H", "N"], "coordinates": [[-3.96387, 0.54574, 0.05002], [0.43547, 0.13129, 1.20547], [1.33355, 1.77226, -0.51249], [1.31697, 0.70897, -0.64487], [-0.18403, -1.52535, -0.37872], [-1.49774, 1.03188, -0.04397], [2.16780, 0.30257, -0.18191], [-1.93024, -1.32715, 0.07471], [-2.17315, -1.62127, 1.09519], [0.19822, 0.09204, 0.13170], [-2.59998, -1.97649, -0.42216], [1.33616, 0.47788, -1.68215], [-2.38090, 0.13442, -0.08347]]}



*C*
{"formula": "C3H6N2S2", "method": "wB97M-V/def2-TZVPD", "orbital_gap_ev": 9.13, "homo_energy_ev": -8.4958, "spin_multiplicity": 1, "elements": ["H", "C", "H", "H", "C", "C", "N", "H", "H", "S", "N", "S", "H"], "coordinates": [[-1.30053, -0.21877, -1.40899], [0.27506, -1.18572, -0.15165], [3.06766, 1.45478, -0.24702], [-1.76244, -0.22982, 1.53394], [0.16551, 0.90142, -0.20816], [-0.87238, -0.23624, -0.40781], [1.17461, 0.00481, -0.10076], [0.22453, -1.79804, 0.74595], [0.55163, -1.88155, -0.96828], [0.14413, 2.53827, 0.01422], [-1.98894, -0.20362, 0.54422], [2.82722, 0.19909, 0.24719], [-2.50604, 0.65540, 0.40716]]}



Preferred: *C*; penalty for the next structure: 69.1 kJ/mol.



*A*
{"formula": "C3H6N2S2", "method": "wB97M-V/def2-TZVPD", "orbital_gap_ev": [7.43, 7.41], "homo_energy_ev": [-7.4831, -7.4622], "spin_multiplicity": 1, "elements": ["C", "H", "H", "N", "C", "H", "H", "S", "H", "S", "C", "H", "N"], "coordinates": [[1.31343, -1.21892, 0.92040], [0.97509, -2.22596, 0.91648], [-0.12876, 0.85778, -2.79548], [-1.71911, -0.73176, 1.32731], [-0.40418, 1.41039, -1.87367], [1.00942, -0.67204, 1.87638], [-0.47893, 2.51403, -1.74783], [-2.57040, 1.74260, 1.14486], [2.44865, -1.30217, 0.85741], [0.27279, 1.05499, -0.46051], [0.55918, -0.57086, -0.26166], [0.71951, -1.20506, -1.16237], [-1.99670, 0.34699, 1.25868]]}



*B*
{"formula": "C3H6N2S2", "method": "wB97M-V/def2-TZVPD", "orbital_gap_ev": 9.40, "homo_energy_ev": -8.6683, "spin_multiplicity": 1, "elements": ["N", "H", "S", "H", "H", "H", "C", "H", "N", "C", "C", "S", "H"], "coordinates": [[0.81411, 0.25060, 0.66395], [-0.76018, -0.66865, 2.35496], [0.13865, 2.28253, -2.54516], [-0.17779, -2.14594, 1.61951], [2.27218, 0.95957, -0.70371], [1.38319, 0.15751, -2.49439], [0.67726, 0.62883, -1.77484], [-1.77102, -1.68892, 0.93740], [1.32379, 1.03483, -0.60486], [-0.07432, -0.51166, 0.34176], [-0.83982, -1.30110, 1.31459], [-0.64045, -0.58401, -1.33282], [0.13776, 2.93435, -1.38094]]}



Preferred: *B*; penalty for the next structure: 200.8 kJ/mol.